Formula: C37H42N2O4S
Source: the Open Molecules 2025 dataset
Level of theory: wB97M-V/def2-TZVPD

Summary:
- 2S+1: 1
- DFT total energy: -2243.666926 hartree
- Largest force on an atom: 0.0706 hartree/bohr

The geometry in XYZ format:
```
86
Properties=species:S:1:pos:R:3:forces:R:3
C 5.534565 -4.559525 0.118941 -0.15 0.05 -0.22
C 6.761374 -3.865402 0.703413 -0.32 0.37 0.09
N 6.697072 -2.399195 0.557380 -0.72 0.34 -0.03
C 8.002994 -1.718580 0.483610 -0.43 0.08 -0.13
C 7.944660 -0.298976 1.038969 -0.18 0.09 0.18
C 6.755154 0.476252 0.446032 0.38 0.17 -0.09
C 5.463370 -0.292919 0.513256 0.01 0.28 0.08
C 5.485967 -1.705962 0.551483 1.36 -0.65 0.06
C 4.262555 -2.410314 0.598056 -0.34 -0.13 -0.06
C 3.076210 -1.719785 0.632783 0.59 0.17 -0.04
C 3.029952 -0.311549 0.600024 -0.26 0.10 -0.03
C 1.801687 0.407569 0.646111 0.08 -0.38 0.02
C 0.560707 -0.197053 0.684619 -0.07 0.06 0.02
C -0.645908 0.445401 0.893650 0.00 -0.47 0.02
C -1.892066 -0.245220 0.926202 0.21 0.18 -0.02
C -1.998349 -1.552514 0.419958 -0.50 0.09 0.22
C -3.163203 -2.269894 0.495627 0.30 -0.11 -0.20
C -4.297444 -1.703883 1.114586 -1.31 -0.73 0.13
N -5.477341 -2.441108 1.211715 0.68 0.39 -0.06
C -5.598441 -3.825319 0.709127 0.30 0.38 0.19
C -4.620591 -4.122463 -0.424770 0.01 0.15 -0.16
C -3.202702 -3.661522 -0.065775 -0.08 -0.43 -0.13
C -6.705879 -1.871131 1.791026 0.40 0.13 -0.25
C -6.395908 -0.828769 2.860381 0.20 -0.02 0.10
C -5.398262 0.219639 2.337810 -0.40 0.20 0.10
C -4.216931 -0.387543 1.629271 0.01 0.08 0.21
C -3.043615 0.323631 1.506090 0.00 -0.50 -0.21
C 4.257318 0.373721 0.533986 0.15 -0.49 0.02
C 4.233172 -3.912954 0.617601 0.03 -0.45 0.10
H 5.577676 -4.506673 -0.975964 0.00 0.15 0.14
H 5.545096 -5.632213 0.359985 0.07 0.33 0.07
H 6.860640 -4.094137 1.768935 -0.03 -0.11 0.09
H 7.677123 -4.224322 0.221657 -0.17 0.14 -0.05
H 8.738310 -2.321754 1.026739 -0.19 0.09 0.05
H 8.320848 -1.711893 -0.563442 0.07 0.10 -0.06
H 7.847873 -0.343118 2.130772 -0.11 -0.06 -0.12
H 8.891319 0.227528 0.850580 -0.28 -0.20 -0.11
H 6.632260 1.438174 0.960746 0.05 -0.22 -0.10
H 6.961966 0.722124 -0.603432 0.05 -0.06 0.09
H 2.168049 -2.289900 0.705949 -0.18 -0.17 -0.06
H 1.849800 1.481703 0.645871 0.05 0.42 -0.04
H 0.533117 -1.267295 0.599839 -0.03 -0.18 -0.05
H -0.636947 1.494126 1.128381 -0.04 0.46 -0.05
H -1.154790 -2.006851 -0.065677 0.16 -0.13 -0.19
H -5.434067 -4.504798 1.551800 0.06 -0.11 -0.01
H -6.633007 -3.979453 0.383372 0.17 0.12 -0.04
H -4.629817 -5.193906 -0.667938 -0.02 0.24 0.20
H -4.957773 -3.610363 -1.334029 0.06 0.07 0.16
H -2.550440 -3.709043 -0.946984 -0.18 -0.01 0.13
H -2.761866 -4.348548 0.666848 -0.13 -0.02 0.00
H -7.285900 -1.428888 0.974620 -0.11 0.11 0.04
H -7.308887 -2.690796 2.197395 0.20 0.10 0.02
H -7.322261 -0.352195 3.209652 0.21 -0.08 -0.24
H -5.976933 -1.334369 3.739157 0.06 0.01 -0.16
H -5.905639 0.908042 1.650771 -0.05 -0.11 0.05
H -5.036750 0.838596 3.168966 -0.10 -0.13 -0.15
H -2.995141 1.328352 1.888332 0.01 0.28 0.13
H 4.248181 1.448679 0.492466 0.01 0.31 -0.01
H 3.384230 -4.254352 0.010155 0.23 0.02 0.09
H 4.015817 -4.246549 1.640080 0.14 -0.02 -0.05
C -4.635799 1.040909 -4.375266 0.06 0.00 0.50
C -3.449005 1.969938 -4.504757 -0.16 0.10 -1.01
O -2.831493 2.174107 -3.260995 0.10 -0.20 0.60
C -1.653699 2.864331 -3.439358 1.80 1.07 -0.96
C -0.902085 3.089522 -2.290292 1.18 0.45 -0.26
S 0.668275 3.948055 -2.253993 -1.19 -0.03 -0.10
C 0.217373 5.042433 -0.896673 0.71 -0.35 -0.34
C -0.342363 6.264796 -1.180173 -0.04 0.44 -0.42
C -0.681098 7.120739 -0.153092 -0.18 0.03 -0.14
C -0.465333 6.744180 1.155750 -0.06 0.20 0.33
C 0.097293 5.516348 1.434954 -0.15 -0.12 0.24
C 0.435711 4.662298 0.405976 0.20 -0.24 0.19
O 1.699325 3.016658 -1.670064 -1.13 1.70 -1.24
O 0.948293 4.904681 -3.386777 -0.21 -2.79 2.31
O -1.296319 3.244544 -4.560842 -0.70 -0.41 0.10
H -5.203361 0.962646 -5.303214 0.12 0.10 -0.04
H -4.309753 0.039390 -4.088892 0.02 -0.04 -0.02
H -5.304305 1.397168 -3.589856 -0.11 0.03 -0.02
H -2.684216 1.565280 -5.185384 -0.46 0.11 -0.05
H -3.725578 2.966196 -4.879701 -0.17 -0.39 -0.25
H -1.272781 2.720832 -1.358875 0.32 -0.01 0.69
H -0.475851 6.553403 -2.210692 -0.06 -0.02 -0.13
H -1.134445 8.071573 -0.375642 -0.03 0.22 -0.05
H -0.726744 7.413762 1.958922 -0.06 0.10 0.15
H 0.252205 5.213031 2.456122 0.11 -0.03 0.26
H 0.903527 3.712613 0.606082 0.10 -0.17 0.01
```
Forces are in eV/Å.

Formula: C50H63ClFIN6O15
Source: the Open Molecules 2025 dataset
Level of theory: wB97M-V/def2-TZVPD

Summary:
- 2S+1: 1
- DFT total energy: -4257.128427 hartree
- Largest force on an atom: 0.2306 hartree/bohr

The geometry in XYZ format:
```
137
Properties=species:S:1:pos:R:3:forces:R:3
C 3.159414 -1.875748 4.250910 -0.38 -0.09 -1.29
C 3.129766 -0.273378 4.369193 0.29 -0.68 1.54
O 1.780112 0.288148 4.279773 1.38 -0.54 -1.45
C 1.339840 0.274043 2.871134 -0.39 0.16 1.23
C -0.085340 1.050816 2.877683 1.20 -0.48 1.75
O -0.400970 1.770975 1.672398 1.58 -11.75 0.47
C -0.618553 0.921428 0.491915 0.08 1.41 -0.55
C -1.476975 -0.388047 0.723793 -1.44 -0.25 -0.56
O -0.820360 -1.531311 1.297176 -0.89 0.27 1.13
C -1.758732 -2.362171 2.061291 -0.82 -0.57 -0.23
C -2.756131 -3.050620 1.005823 -0.22 0.31 -0.97
C -2.051585 -3.591119 -0.340599 -0.53 -0.92 0.16
C -0.777152 -4.525498 -0.103389 0.25 1.22 -1.17
F -1.071388 -5.795531 0.519996 0.26 1.87 -0.81
C -0.967866 -3.374275 3.018691 -0.44 -0.36 0.18
Cl -0.583211 -2.397739 4.568246 0.00 -0.56 -0.96
C -1.804983 -4.644099 3.507751 -0.66 -0.81 0.32
C -0.909214 -5.736904 4.324217 -0.76 -0.06 -0.50
C -1.593656 1.890298 -0.422708 -1.11 -0.27 0.23
C -1.606529 1.533547 -1.964080 -0.94 -2.93 -0.67
O -1.991418 0.492919 -2.507876 1.27 3.55 2.22
I -0.854780 3.110694 -3.326567 -0.16 -0.39 0.52
N 0.659066 0.833397 -0.218443 -0.93 -1.24 -0.15
C 0.929772 -0.354967 -1.044830 2.21 -0.74 -0.76
C 1.894020 -1.478023 -0.343254 0.74 -0.43 -1.50
C 3.225564 -1.672374 -1.275714 -0.16 0.42 1.32
C 4.102703 -2.957339 -0.873368 0.58 1.32 -1.08
O 3.858379 -3.989603 -1.865615 -0.72 -0.25 1.51
C 2.605661 -4.691480 -1.614725 0.81 -0.32 0.23
H 2.327260 -2.401420 4.843797 1.33 1.04 -0.68
H 4.180152 -2.342192 4.491389 -1.46 0.93 -0.16
H 2.961662 -2.127584 3.136835 0.31 0.20 1.71
H 3.516774 0.008282 5.422619 -0.72 -0.31 -1.70
H 3.854695 0.180659 3.609496 -1.12 -0.47 0.80
H 1.254805 -0.826309 2.586758 0.00 1.67 -0.15
H 2.157147 0.850112 2.299751 -1.38 -0.86 0.40
H 0.045414 1.851663 3.708423 -0.21 -1.07 -1.53
H -0.932322 0.374031 3.288192 1.33 0.87 -1.05
H -1.933384 -0.733654 -0.286009 0.81 0.89 1.39
H -2.398430 -0.090000 1.365023 1.56 -0.26 -0.80
H -2.425875 -1.719517 2.759931 1.22 -0.82 -1.08
H -3.402213 -3.892010 1.428079 1.07 1.25 -0.27
H -3.501866 -2.232679 0.659819 1.15 -1.29 0.64
H -2.860873 -4.202399 -0.901345 1.34 0.90 0.83
H -1.755522 -2.748835 -1.072313 -0.22 -1.23 1.36
H -0.291142 -4.698182 -1.140415 -0.85 -0.21 1.75
H -0.007088 -3.929851 0.497851 -1.11 -1.22 -0.49
H 0.047639 -3.716700 2.629055 -1.43 0.66 0.34
H -2.289906 -5.244245 2.648035 1.03 1.35 1.03
H -2.695324 -4.304931 4.165526 1.52 -0.31 -1.04
H -1.134071 -6.781901 3.881829 0.59 1.78 0.67
H -1.210977 -5.803990 5.432799 0.78 0.42 -1.69
H 0.190643 -5.483741 4.160310 -1.43 -0.56 0.55
H -2.663465 1.693575 -0.017620 1.47 0.51 -0.91
H -1.350745 2.995410 -0.289931 -0.18 -1.86 -0.33
H 1.472433 1.205286 0.278075 -0.73 -0.35 -0.14
H 0.024797 -0.860451 -1.522383 0.99 1.01 1.00
H 1.567612 0.013289 -1.943312 -1.18 -0.52 1.36
H 2.285324 -1.152283 0.676657 -0.97 -0.53 -1.21
H 1.392265 -2.511007 -0.326859 0.51 1.66 0.43
H 2.932712 -1.727910 -2.382443 0.74 -0.08 2.17
H 3.861428 -0.727713 -1.078372 -0.89 -1.35 -0.59
H 5.220467 -2.678076 -0.979787 -1.77 -0.57 0.07
H 3.964242 -3.301228 0.209557 -0.15 0.23 -1.42
H 2.786409 -5.780560 -1.960366 -0.57 1.78 0.51
H 1.747110 -4.202118 -2.197191 1.08 -0.71 0.92
H 2.445506 -4.670800 -0.471183 -0.23 -0.22 -1.79
C 0.050945 8.260204 2.363420 0.01 0.00 0.00
C 0.564280 7.374294 1.421027 -0.18 -0.04 0.19
C 0.180931 6.037696 1.439463 0.01 -0.09 -0.11
C -0.722765 5.598701 2.405669 0.56 0.70 0.49
C -1.234191 6.479715 3.356906 -0.02 0.06 0.07
C -0.842791 7.814269 3.332044 0.05 -0.11 -0.21
N -1.149281 4.195278 2.412169 0.77 -0.02 -0.49
O -0.661237 3.439915 1.568623 -3.12 10.55 0.22
O -1.976434 3.846108 3.260319 0.16 0.03 -0.62
H 0.348493 9.304455 2.342198 -0.03 -0.13 0.01
H 1.262234 7.727333 0.668746 -0.08 -0.10 0.08
H 0.589023 5.357924 0.698370 -0.13 -0.06 0.16
H -1.933833 6.145750 4.115689 0.17 -0.15 -0.13
H -1.237499 8.509002 4.066352 0.03 -0.12 -0.07
C -4.604843 5.432032 2.776530 0.05 0.12 -0.04
C -5.372412 4.520198 2.059019 -0.12 0.21 0.13
C -6.752550 4.674811 1.988389 -0.02 -0.09 -0.08
C -7.353879 5.751033 2.637800 0.78 -0.09 0.03
C -6.591809 6.663086 3.364041 -0.02 0.13 0.09
C -5.212466 6.498904 3.431497 -0.16 -0.23 -0.19
N -8.805773 5.932447 2.545199 -0.64 0.06 -0.04
O -9.444930 5.101182 1.914390 0.37 0.45 0.35
O -9.295094 6.906620 3.100390 0.28 -0.52 -0.28
H -3.526917 5.311013 2.824704 -0.37 -0.03 0.01
H -4.893160 3.689238 1.551488 -0.08 0.08 0.07
H -7.339403 3.957041 1.425729 -0.09 0.23 0.13
H -7.052718 7.500646 3.876384 -0.13 -0.19 -0.16
H -4.609030 7.205514 3.992206 -0.11 -0.05 -0.06
C -0.684535 -10.805570 -1.489704 0.00 0.01 0.01
C -1.272292 -9.712804 -0.860141 0.21 -0.15 0.06
C -0.728335 -9.211886 0.317472 -0.08 0.12 0.08
C 0.408930 -9.811588 0.853871 -0.34 -0.29 -0.71
C 0.997697 -10.910406 0.232582 0.12 -0.08 0.02
C 0.445372 -11.406470 -0.943147 -0.13 0.20 0.08
N 1.000444 -9.270927 2.081480 0.26 0.23 0.55
O 0.444373 -8.317156 2.608609 0.30 -0.54 -0.30
O 2.017739 -9.801171 2.505922 -0.55 0.26 -0.25
H -1.108819 -11.190629 -2.412294 0.05 0.04 0.12
H -2.154074 -9.248960 -1.289971 0.11 -0.02 0.10
H -1.195960 -8.359413 0.798146 0.25 -0.09 0.05
H 1.880341 -11.385762 0.646540 -0.13 0.22 0.09
H 0.897865 -12.260170 -1.436805 -0.02 0.10 0.10
C 3.339660 7.502138 -5.511862 0.00 -0.01 0.01
C 2.108163 7.067370 -5.031721 0.23 -0.04 0.08
C 2.042623 6.311137 -3.866658 -0.13 -0.02 0.03
C 3.218255 5.999590 -3.187187 0.01 0.43 -0.69
C 4.454668 6.425286 -3.666611 0.14 -0.01 0.04
C 4.511181 7.178763 -4.834047 -0.24 -0.05 0.05
N 3.151201 5.224016 -1.945077 0.02 -0.38 0.56
O 2.048868 4.851828 -1.565777 0.53 0.26 -0.16
O 4.199269 4.996690 -1.357360 -0.56 0.13 -0.34
H 3.386675 8.097306 -6.419023 -0.01 -0.08 0.11
H 1.197878 7.321171 -5.565057 0.09 -0.06 0.10
H 1.076293 5.978333 -3.502769 0.23 -0.05 0.13
H 5.374766 6.182701 -3.146035 -0.26 -0.06 0.07
H 5.468952 7.517974 -5.214605 -0.10 -0.07 0.09
C 1.380662 1.261353 -8.129664 -0.01 -0.01 0.02
C 2.661508 1.487230 -7.634817 -0.18 -0.13 0.10
C 3.067392 0.881581 -6.450977 0.13 0.04 0.03
C 2.182376 0.046727 -5.772367 -0.28 0.36 -0.68
C 0.896530 -0.177401 -6.258357 -0.11 -0.09 0.05
C 0.498032 0.434629 -7.441552 0.24 0.07 0.04
N 2.614089 -0.613749 -4.537329 0.19 -0.17 0.33
O 3.742633 -0.378316 -4.130521 -0.65 -0.10 -0.33
O 1.818661 -1.367056 -3.985732 0.26 0.43 -0.75
H 1.068887 1.731661 -9.057575 0.03 -0.05 0.12
H 3.345218 2.134098 -8.174790 -0.05 -0.09 0.11
H 4.068238 1.065767 -6.075990 -0.19 -0.16 0.10
H 0.199973 -0.822007 -5.733165 0.24 0.08 0.07
H -0.500440 0.264461 -7.830423 0.11 0.00 0.10
```
Forces are in eV/Å.